Entry from the Open Molecules 2025 dataset: an isolated molecule of C5H6N2S (ωB97M-V with the def2-TZVPD basis set).

Results
E_LUMO, eV: 0.3329
HOMO-LUMO gap, Ha: 0.331
Energy, a.u.: -701.62076
Highest occupied orbital energy, eV: -8.7
SMILES: C#C[C@H]1CN(S)C=N1

Geometry as ORCA input:
```
! RIJCOSX wB97M-V def2-TZVPD def2/J DEFGRID3
* xyz 0 1
C 0.48304 -0.62267 0.65330
C 0.81290 0.70619 -0.07193
C -0.00737 -0.73323 -1.47281
C 0.13982 1.81324 0.75825
C -0.51258 2.86897 0.90900
H -2.36782 -2.66327 -0.23025
H 1.57819 -1.06997 0.89130
H 0.06222 -0.49587 1.67248
H 1.81582 1.16574 -0.11765
H -0.49725 -1.05609 -2.33050
H -0.79874 4.06039 1.38361
N -0.19533 -1.42781 -0.32442
N 0.39834 0.52943 -1.39356
S -0.91122 -3.07505 -0.32683
*
```


Entry from the Open Molecules 2025 dataset: a structure of composition C31H50As2CoF3GeN3O2SSi3 (ωB97M-V with the def2-TZVPD basis set).

Results
E_LUMO (spin up / spin down), eV: -5.3075 / -5.3040
HOMO-LUMO gap (spin up / spin down), Ha: 0.294 / 0.300
Energy, a.u.: -11023.21902
Highest occupied orbital energy (spin up / spin down), eV: -13.3 / -13.5

Geometry as ORCA input:
```
! RIJCOSX wB97M-V def2-TZVPD def2/J DEFGRID3
* xyz 2 2
Co 0.26351 -1.34045 0.79020
N -3.69307 -1.75853 1.41778
C -3.64205 -0.70545 2.32246
C -4.62978 -0.12624 3.10973
C -4.23658 0.92526 3.91047
C -2.90438 1.37081 3.92903
C -1.92971 0.79256 3.14323
C -2.31477 -0.26091 2.31230
N -1.60712 -1.02249 1.38979
C -2.45718 -1.90329 0.90669
C -1.96387 -2.88125 -0.04324
C -2.52882 -3.99505 -0.56783
S -1.40909 -4.78821 -1.58333
C -0.24904 -3.60089 -1.23186
N -0.65444 -2.65243 -0.43071
H -4.50359 -2.30891 1.18655
H -5.65077 -0.48304 3.09999
H -4.96434 1.41074 4.54565
H -2.63306 2.18605 4.58581
H -0.90761 1.13257 3.20910
H -3.52336 -4.38208 -0.41558
H 0.74125 -3.63581 -1.65859
C 3.64445 -0.07219 0.01859
As 2.56546 -1.67793 0.21616
C 3.20903 -2.85274 -1.19616
C 3.41035 -2.45561 1.78034
C 4.79640 -2.39516 1.89851
C 5.42342 -2.88875 3.03184
C 4.66709 -3.43810 4.05777
C 3.28773 -3.51109 3.93951
C 2.65033 -3.02577 2.80202
As 0.73991 -3.18803 2.53726
C 0.01157 -3.19926 4.33751
C 0.61933 -5.07336 2.05745
H 4.54245 -0.29225 -0.55596
H 3.92647 0.25211 1.01683
H 3.08754 0.72164 -0.47164
H 4.29306 -2.76536 -1.25290
H 2.78638 -2.58655 -2.16461
H 2.96292 -3.88245 -0.93926
H 5.40113 -1.95538 1.11401
H 6.50029 -2.83697 3.11803
H 5.15278 -3.81190 4.94907
H 2.71009 -3.94819 4.74469
H 0.29932 -2.27998 4.84460
H 0.36551 -4.05866 4.90369
H -1.07482 -3.24109 4.27102
H 1.11372 -5.68040 2.81409
H 1.11055 -5.24069 1.09908
H -0.42645 -5.37128 1.98225
F 0.90303 3.56615 1.40014
C 1.39032 2.42767 1.86604
F 2.71823 2.43607 1.69637
F 1.12965 2.35927 3.16924
C 0.80631 1.17683 1.15158
O 0.28306 1.21866 0.01589
O 0.94756 0.13998 1.82979
C -1.10422 5.04113 -0.23152
Si -0.02920 4.38788 -1.62030
C -0.55440 5.30932 -3.16563
C 1.82709 4.57359 -1.43825
Ge -0.44760 2.00270 -1.81452
Si -2.81149 1.58146 -1.78143
C -3.29198 -0.19852 -2.10226
C -3.57995 2.18765 -0.18530
C -3.34772 2.57619 -3.27486
Si 0.81497 0.91277 -3.54396
C 2.66880 1.11397 -3.45528
C 0.08345 1.81965 -5.01064
C 0.43378 -0.91926 -3.64123
H -0.74175 6.01191 0.11404
H -1.17895 4.38287 0.63027
H -2.11230 5.18932 -0.62610
H -0.33784 6.36770 -2.99191
H -1.62161 5.23310 -3.36917
H -0.00750 5.01733 -4.06258
H 2.08090 5.60281 -1.17325
H 2.30264 4.35802 -2.39791
H 2.26678 3.91942 -0.68682
H -2.99387 -0.85584 -1.29226
H -2.85188 -0.57896 -3.02607
H -4.37923 -0.26000 -2.20318
H -2.92637 2.04449 0.67709
H -4.50843 1.64148 0.00015
H -3.82810 3.24869 -0.23653
H -2.92356 2.20984 -4.20884
H -3.16667 3.64612 -3.19554
H -4.43210 2.43238 -3.33918
H 2.99856 2.13152 -3.66655
H 3.11856 0.45474 -4.20257
H 3.06748 0.82814 -2.48432
H 0.22263 2.89944 -4.97721
H -0.97405 1.60152 -5.15719
H 0.61215 1.44851 -5.89503
H 0.73331 -1.41056 -2.71279
H 0.99079 -1.37556 -4.46319
H -0.62739 -1.11918 -3.79866
*
```


Entry from the Open Molecules 2025 dataset: a cluster of 2 separate species, C4H5ClN2O in total (ωB97M-V with the def2-TZVPD basis set).

Results
E_LUMO, eV: 0.4424
HOMO-LUMO gap, Ha: 0.338
Energy, a.u.: -800.22035
Highest occupied orbital energy, eV: -8.8
SMILES: C=C/C=C\Cl.N#[N+][O-]

Geometry as ORCA input:
```
! RIJCOSX wB97M-V def2-TZVPD def2/J DEFGRID3
* xyz 0 1
C -0.80421 -1.05074 -0.84368
C -0.94430 0.12264 0.01000
C 0.33862 -1.58942 -1.39763
C -0.29714 1.31394 -0.00600
N 0.73923 1.60550 2.74149
N 1.15817 0.77294 2.14203
O 1.47973 -0.09622 1.45185
Cl 1.21447 1.76107 -0.56600
H -1.64446 -1.69506 -1.00140
H -1.85801 0.16999 0.50924
H 0.33749 -2.50869 -2.02805
H 1.21074 -1.01677 -1.38693
H -0.93034 2.21082 0.37508
*
```